Version P
{
  "formula": "C4H8N",
  "method": "ωB97M-V/def2-TZVPD",
  "symbols": ["C", "C", "H", "C", "N", "H", "H", "H", "H", "H", "H", "H", "C"],
  "positions_angstrom": [[-0.9582, 0.7391, 0.0664], [1.3549, -0.0411, -0.5628], [0.9410, 1.3356, 0.9582], [-1.3397, -0.6909, -0.0736], [0.4685, 0.6272, 0.4310], [1.2838, -1.0610, 1.3958], [1.1507, -0.2152, -1.7052], [-1.1035, 1.1635, -0.9339], [-1.4279, -1.0816, -1.1055], [-1.9111, -1.2060, 0.7391], [-1.5981, 1.2841, 0.8691], [2.4465, -0.0067, -0.6403], [0.6933, -0.8469, 0.5617]],
  "lowdin_charge": [-0.17, -0.05, 0.18, 0.11, -0.07, 0.10, 0.17, 0.13, 0.11, 0.11, 0.18, 0.13, 0.06],
  "homo_energy_ev": -15.138,
  "total_charge": 1,
  "orbital_gap_ha": 0.3812
}

Version Q
{
  "formula": "C4H8N",
  "method": "ωB97M-V/def2-TZVPD",
  "symbols": ["N", "C", "H", "H", "H", "C", "H", "H", "H", "C", "H", "H", "C"],
  "positions_angstrom": [[-0.3729, 0.8354, -0.7045], [0.3052, -0.5124, 1.3560], [1.2159, -1.0947, 1.4388], [-0.4545, -1.0215, 1.9396], [1.0071, 1.9080, 0.3337], [-0.3752, -1.5066, -0.8727], [0.1975, 2.7254, -1.1622], [-0.5632, -1.5560, -1.9325], [0.3985, 0.4825, 1.7889], [-0.1272, -0.4796, -0.0826], [-1.2788, 0.8282, -1.1665], [-0.2621, -2.4940, -0.4449], [0.3097, 1.8855, -0.4912]],
  "lowdin_charge": [0.09, -0.01, 0.10, 0.10, 0.12, 0.12, 0.13, 0.09, 0.08, -0.31, 0.19, 0.10, 0.20],
  "homo_energy_ev": -14.844,
  "total_charge": 1,
  "smiles": "C=[NH+]C(=C)C",
  "orbital_gap_ha": 0.3408
}

Version R
{
  "formula": "C4H8N",
  "method": "ωB97M-V/def2-TZVPD",
  "symbols": ["C", "H", "H", "H", "N", "H", "H", "H", "C", "H", "C", "C", "H"],
  "positions_angstrom": [[0.5429, 0.7360, -0.1187], [-2.6912, -0.6606, -0.2157], [-1.3858, 1.5867, -0.2205], [2.2826, -0.4250, -1.0261], [1.4260, -0.0130, 0.8232], [-1.0818, -1.3920, 0.1598], [2.2558, 0.5259, 0.9845], [0.7576, -1.4909, -0.7755], [-0.8484, 0.6289, -0.1084], [1.1019, 1.6800, -0.4174], [1.4492, -0.5947, -0.4825], [-1.6832, -0.4469, 0.2193], [-2.1255, -0.1344, 1.1780]],
  "lowdin_charge": [-0.18, 0.14, 0.16, 0.08, 0.07, 0.11, 0.12, 0.16, 0.02, 0.17, 0.02, -0.02, 0.15],
  "homo_energy_ev": -15.111,
  "total_charge": 1,
  "orbital_gap_ha": 0.3168
}

Which structure is the least stable? The one labeled version P.